# 1
17
Properties=species:S:1:pos:R:3:forces:R:3:mulliken_charge:R:1 method="wB97M-V/def2-TZVPD" e_above_lowest_kj_mol=175.7 multiplicity=1 smiles=C[C@@H](F)[C@@H](C)CF gap_ev=11.94 charge=0 homo_ha=-0.402
C -1.842909 -0.356542 -0.864047 0.29 -0.40 2.57 -0.969
C -0.966943 -0.112791 0.404742 -1.01 1.35 -0.81 -0.151
F -0.870487 -1.339612 1.076215 0.22 0.51 -0.03 -0.351
C 0.397185 0.454998 0.011968 -0.13 0.40 -0.10 0.429
C 1.158888 1.008377 1.260096 -0.91 -3.77 -1.01 -1.400
C 1.175923 -0.678702 -0.804859 -0.44 4.32 -0.19 -0.642
F 2.406281 -0.894115 -0.257349 1.10 0.35 -0.49 -0.349
H -1.179747 -1.073855 -1.345616 -0.92 -0.35 -0.77 0.246
H -1.868901 0.600350 -1.443141 -0.71 -1.01 0.48 0.322
H -2.795018 -0.834225 -0.369597 1.43 1.05 -1.93 0.299
H -1.490838 0.621004 1.059707 0.37 -0.65 -0.04 0.395
H 0.186007 1.381279 -0.636299 0.18 -1.56 0.54 0.362
H 1.620737 0.061107 1.637607 0.33 1.36 0.24 0.316
H 1.813495 1.763427 0.938754 1.08 0.88 0.19 0.392
H 0.403865 1.280023 1.962588 -0.23 0.78 0.59 0.367
H 0.745761 -1.595930 -0.778104 -1.88 -2.60 0.20 0.409
H 1.106699 -0.284792 -1.852668 1.23 -0.66 0.57 0.325

=====

# 2
175
Properties=species:S:1:pos:R:3:forces:R:3:mulliken_charge:R:1 method="wB97M-V/def2-TZVPD" e_above_lowest_kj_mol=0.0 multiplicity=1 gap_ev=9.28 charge=0 homo_ha=-0.334
C -16.745960 -7.699860 -5.925620 0.98 0.82 0.75 -0.653
C -16.713970 -7.965140 -7.421220 0.16 0.29 -0.64 0.039
C -15.211170 -8.073900 -7.736850 0.67 -0.16 0.56 0.262
O -14.501510 -7.821730 -6.501020 -0.18 0.36 -0.64 -0.457
C -15.365520 -7.033600 -5.686740 -0.02 -1.56 0.10 -0.241
H -16.730210 -8.613730 -5.331740 -0.36 0.02 -0.06 0.278
H -17.477360 -6.979110 -5.559990 -0.55 -0.45 -0.22 0.345
H -17.160450 -7.131520 -7.963280 0.03 0.13 -0.01 -0.262
H -17.205080 -8.858440 -7.807110 -0.23 0.01 0.58 0.335
H -14.832110 -7.372800 -8.480410 -0.28 0.21 -0.22 -0.565
H -14.930740 -9.073290 -8.069510 0.06 -0.06 0.07 0.657
H -15.345470 -5.970040 -5.924490 -0.01 0.18 -0.27 -0.083
H -14.993520 -7.193150 -4.674690 -0.19 0.29 0.12 0.420
C -11.778180 -12.421290 -14.361530 0.71 1.21 0.69 -0.877
C -12.845600 -11.604360 -13.663160 -0.05 1.16 1.35 2.570
C -14.113440 -12.443780 -13.748370 2.61 0.66 0.45 -0.421
O -13.899310 -13.033000 -14.962740 -1.20 -2.01 -3.25 -0.505
C -12.549240 -12.991840 -15.507990 -1.09 -0.57 1.01 -0.305
H -11.343270 -13.129320 -13.656090 -0.20 -0.56 -0.32 0.454
H -10.955950 -11.763730 -14.643760 0.08 -0.01 -0.24 0.349
H -12.925390 -10.636690 -14.158490 -0.34 -0.02 -0.01 -0.832
H -12.633930 -11.400460 -12.613530 0.34 0.22 0.03 -1.231
H -15.021360 -11.843290 -13.691720 -0.14 -0.35 -0.10 0.041
H -14.015050 -13.211730 -12.981120 -0.72 -0.05 0.50 0.505
H -12.601480 -12.409600 -16.427970 0.32 0.18 0.09 0.077
H -12.206510 -14.004840 -15.718850 -0.32 -0.08 -0.25 0.371
C -13.668120 -2.251560 -11.726830 0.74 -0.67 -1.46 0.877
C -13.101460 -2.204630 -13.177340 -0.39 0.02 -0.31 0.815
C -12.795380 -0.738240 -13.332680 0.23 -0.04 0.55 -0.687
O -12.321940 -0.330560 -12.052000 0.01 0.38 0.08 -0.481
C -12.883750 -1.157240 -11.028840 0.16 -0.41 -0.19 -0.454
H -13.416210 -3.246970 -11.361060 -0.59 0.08 0.52 -0.614
H -14.734760 -2.029910 -11.762280 -0.02 -0.34 0.20 0.039
H -13.802710 -2.532980 -13.944500 -0.32 -0.06 0.10 0.041
H -12.209880 -2.803680 -13.362610 0.19 -0.09 0.54 -0.647
H -13.715160 -0.206440 -13.576220 -0.04 0.31 -0.23 0.292
H -12.002110 -0.529730 -14.050560 -0.15 0.16 -0.08 0.361
H -13.547110 -0.601540 -10.366070 0.21 0.31 0.07 0.270
H -12.060510 -1.602150 -10.469890 0.00 0.21 0.22 0.258
C -18.124530 -4.074370 -13.227440 -0.61 0.85 0.32 0.454
C -19.039700 -4.330390 -14.453900 -0.29 0.14 1.13 -1.197
C -18.314690 -5.449870 -15.178760 -0.74 1.35 -0.83 -0.540
O -16.997400 -5.418990 -14.706400 1.23 -1.49 -0.09 0.149
C -16.789260 -4.390800 -13.758220 0.69 -0.48 -0.80 -0.168
H -18.331610 -4.675860 -12.342330 -0.29 0.07 -0.09 -0.371
H -17.975760 -3.028480 -12.958950 -1.05 0.16 0.43 0.631
H -19.123400 -3.418680 -15.045410 0.07 -0.09 -0.09 0.311
H -20.046100 -4.678930 -14.222030 -0.05 0.35 0.31 0.307
H -18.348170 -5.173210 -16.232530 0.31 -0.43 -0.33 0.445
H -18.852960 -6.391880 -15.073970 0.57 -0.35 0.33 0.328
H -16.382320 -3.520750 -14.273500 0.22 0.24 -0.17 0.380
H -16.067530 -4.685530 -12.996420 0.01 -0.27 -0.01 -0.508
C -16.120010 -3.423620 -7.870560 -1.03 -0.89 0.68 -0.501
C -17.610440 -3.509930 -8.139190 -1.20 1.46 1.30 -0.884
C -17.766690 -3.296360 -9.640050 1.23 -1.10 1.79 -0.440
O -16.567670 -3.957360 -10.079640 0.09 -0.48 -2.04 0.138
C -15.623450 -4.216070 -9.055370 0.67 2.00 0.41 1.443
H -15.813490 -3.932570 -6.956720 -0.18 0.18 0.23 0.288
H -15.899200 -2.362400 -7.755790 0.77 -0.13 -0.60 0.364
H -18.061070 -2.646980 -7.648920 -0.51 -0.26 0.39 0.468
H -18.043770 -4.423260 -7.731570 -0.13 -0.10 -0.36 0.207
H -17.772400 -2.228080 -9.856460 0.22 0.02 -0.35 0.288
H -18.678940 -3.758460 -10.017360 0.27 -0.14 -0.34 0.285
H -14.649470 -3.768240 -9.252630 0.21 -0.42 -0.95 -0.401
H -15.486820 -5.268020 -8.804700 -0.37 -0.20 -0.23 -1.355
C -14.293460 -7.234860 -11.776450 -0.37 -0.05 0.86 1.618
C -13.331410 -6.409190 -12.571120 0.19 1.33 -0.95 1.812
C -12.821130 -7.386800 -13.614000 -0.25 -0.18 0.64 1.132
O -12.784920 -8.593020 -12.859710 1.06 -1.59 0.09 -0.289
C -13.556330 -8.574220 -11.662290 -1.37 1.12 -0.84 -0.695
H -15.240980 -7.328270 -12.307090 0.02 -0.25 -0.29 -0.855
H -14.574430 -6.810030 -10.812770 0.27 0.12 0.14 -0.310
H -12.491760 -6.043270 -11.980180 -0.02 -0.06 0.20 -1.223
H -13.814380 -5.540090 -13.017800 0.02 0.12 -0.05 0.024
H -11.830880 -7.193620 -14.026530 0.17 0.20 0.33 -0.738
H -13.461160 -7.522830 -14.485760 -0.49 0.10 0.06 -0.862
H -12.983450 -8.649150 -10.738010 0.46 -0.04 -0.18 -0.514
H -14.326390 -9.345170 -11.689250 0.29 -0.54 -0.01 0.447
C -17.933940 -7.714320 -10.707330 0.64 1.47 -0.96 0.976
C -17.878980 -9.193650 -10.533740 -0.19 -0.90 1.05 -0.765
C -17.749170 -9.826290 -11.922520 0.39 0.90 0.82 0.033
O -18.364580 -8.854060 -12.764300 -0.15 0.19 -0.45 -0.540
C -18.260170 -7.520710 -12.205330 -0.54 -0.55 0.78 0.088
H -16.977810 -7.221890 -10.530020 0.22 -0.17 0.20 -0.610
H -18.635220 -7.192120 -10.056470 -0.20 -0.25 -0.05 0.569
H -18.825440 -9.514510 -10.098580 -0.07 -0.21 -0.01 0.174
H -17.115800 -9.433950 -9.793530 0.17 -0.46 -0.32 0.260
H -18.199680 -10.818810 -11.929260 -0.69 0.30 -0.45 0.527
H -16.721320 -10.028130 -12.224020 0.42 0.41 -0.05 -0.409
H -19.217420 -7.004630 -12.278990 -0.26 -0.33 -0.42 0.400
H -17.539560 -6.874920 -12.707110 0.30 -0.45 -0.27 -0.655
O -15.477660 -5.049120 -19.270620 2.81 0.23 2.94 -0.679
C -14.558830 -4.956770 -18.425680 -3.72 -0.22 -2.31 0.332
O -13.320990 -4.661900 -18.803830 0.50 0.36 -0.62 -0.417
C -12.451180 -4.463360 -17.695920 -0.32 -1.36 0.73 -0.286
C -13.167580 -5.161970 -16.518760 0.56 0.37 0.78 2.030
C -14.618940 -5.091490 -16.901520 -0.23 -0.57 -0.79 0.907
H -12.346830 -3.397460 -17.493260 0.38 0.01 -0.23 0.300
H -11.543750 -5.014310 -17.943150 0.23 0.77 0.11 0.047
H -12.969740 -4.689050 -15.556830 0.11 0.30 -0.07 -0.164
H -12.839310 -6.186420 -16.343100 0.07 -0.13 -0.52 -1.376
H -15.126910 -4.225060 -16.477990 -0.16 -0.11 -0.05 0.033
H -15.138340 -6.015950 -16.649160 -0.29 0.33 0.00 -0.757
O -11.924050 -10.656240 -8.057930 1.07 0.06 -2.85 -0.637
C -11.412300 -10.799880 -9.173740 -0.19 0.35 2.98 0.490
O -10.784240 -9.787050 -9.837120 -0.61 0.40 1.06 -0.265
C -10.240880 -10.228670 -11.059170 0.53 -1.17 -0.77 0.995
C -10.115330 -11.775450 -10.900480 -1.10 0.64 -0.58 -0.349
C -11.305670 -12.061380 -9.981550 0.38 0.77 0.20 -0.389
H -9.318140 -9.701050 -11.300550 0.16 -0.12 0.55 0.104
H -10.905400 -9.981280 -11.887000 -0.39 -0.05 0.07 -0.583
H -9.200490 -12.131700 -10.426930 0.09 0.18 -0.34 0.363
H -10.328660 -12.208010 -11.877960 0.66 -0.31 0.07 0.035
H -11.174100 -12.940370 -9.350550 -0.49 0.12 -0.15 0.485
H -12.255330 -11.986260 -10.511290 -0.12 -0.88 -0.31 -0.038
O -11.683660 -4.004220 -8.805120 -0.27 -2.29 0.23 -0.606
C -11.662580 -5.090220 -8.235370 1.03 2.16 0.77 0.400
O -11.247730 -6.243630 -8.788540 -0.12 -0.04 -1.84 -0.196
C -11.360050 -7.355990 -7.911230 0.10 -0.10 2.21 0.753
C -11.192690 -6.683010 -6.537920 -1.03 -0.22 0.01 -0.899
C -11.849220 -5.295090 -6.727490 0.51 -1.39 -0.67 -0.062
H -10.577830 -8.115090 -7.915490 0.27 0.44 -1.23 0.134
H -12.286140 -7.919880 -8.022950 -0.23 0.46 -0.19 -0.492
H -10.120650 -6.647000 -6.344180 -0.10 0.30 0.28 0.346
H -11.712640 -7.281880 -5.790190 0.26 0.08 0.19 0.448
H -11.353450 -4.518060 -6.145650 -0.50 0.15 -0.20 0.407
H -12.919840 -5.413400 -6.560560 -0.05 0.40 0.37 -0.278
O -16.623670 -10.769350 -18.579200 0.73 1.36 2.15 -0.687
C -16.380160 -10.194340 -17.513980 -0.91 -2.17 -2.81 0.155
O -17.024410 -9.067290 -17.178000 0.22 -0.10 -0.60 -0.371
C -16.711150 -8.648850 -15.864460 -0.27 -0.61 0.87 1.009
C -15.561590 -9.563020 -15.408230 0.76 0.11 0.07 2.650
C -15.535440 -10.737960 -16.383630 -0.09 0.65 0.02 0.120
H -17.594250 -8.815460 -15.247630 -0.10 0.14 0.07 -0.060
H -16.491330 -7.581320 -15.876420 0.18 -0.14 0.06 -1.002
H -15.598810 -9.938620 -14.385670 -0.22 0.55 0.14 -0.629
H -14.642170 -8.996600 -15.556350 0.19 -0.16 0.24 -1.590
H -15.977350 -11.669800 -16.030810 -0.35 0.16 0.14 0.478
H -14.520240 -11.035640 -16.646040 -0.16 0.32 -0.44 -0.263
O -7.758480 -3.754020 -12.057950 -1.53 -3.15 0.58 -0.679
C -8.312760 -4.853380 -11.850410 2.12 3.71 -0.57 0.243
O -7.566020 -5.975960 -11.702010 0.75 0.57 0.30 -0.396
C -8.373610 -7.119100 -11.567060 -1.27 -0.55 -0.51 -0.589
C -9.704730 -6.647230 -12.108760 -1.83 -0.84 -0.19 1.549
C -9.767880 -5.154420 -11.799650 -0.32 -0.77 -0.43 1.299
H -8.485740 -7.496780 -10.550760 0.41 0.40 0.32 0.216
H -8.007460 -7.939470 -12.184340 0.46 0.16 0.03 0.365
H -10.562960 -7.194790 -11.719240 0.09 -0.06 0.52 -0.636
H -9.805050 -6.873320 -13.170320 0.47 0.50 -0.25 -0.263
H -10.232400 -4.953080 -10.834360 0.33 0.03 0.24 -0.263
H -10.334320 -4.588090 -12.538910 0.31 0.03 -0.05 -0.739
O -13.875680 -8.370030 -18.274810 1.82 -0.45 0.78 -0.567
C -12.702660 -8.536310 -17.986810 -1.47 1.04 -1.38 0.265
O -12.285170 -9.341220 -17.007810 -0.45 -1.14 1.75 -0.006
C -10.912250 -9.155690 -16.622070 0.21 1.22 -0.95 0.152
C -10.477330 -8.024350 -17.546980 1.76 0.73 0.18 0.066
C -11.467560 -7.960510 -18.650310 -0.45 -0.19 -0.22 -0.824
H -10.312370 -10.050860 -16.786170 -0.42 -0.21 0.06 0.353
H -10.790160 -8.779440 -15.606380 -0.55 -0.57 0.25 -0.235
H -9.457640 -8.160780 -17.907160 0.05 -0.10 0.00 0.713
H -10.467110 -7.040880 -17.077100 -0.03 -0.17 0.55 -0.554
H -11.203550 -8.675140 -19.429850 -0.13 0.24 -0.41 0.413
H -11.565520 -6.935710 -19.008490 -0.40 -0.38 -0.39 0.334
O -10.120780 -4.972790 -15.010640 0.31 0.78 -1.58 -0.309
C -9.523450 -4.280990 -15.824910 -0.64 -2.24 1.17 0.079
O -9.333650 -4.696660 -17.112120 -1.05 -0.09 0.05 -0.238
C -8.407660 -3.877620 -17.836560 1.05 0.50 1.81 -0.504
C -8.166450 -2.693400 -16.890910 0.23 0.97 0.15 -0.763
C -8.774110 -3.062710 -15.512280 0.80 1.26 -1.12 0.003
H -8.699890 -3.517130 -18.822840 -0.47 -0.69 0.09 0.299
H -7.488180 -4.462980 -17.838690 -0.03 -0.05 -0.70 0.366
H -8.692160 -1.802390 -17.234190 0.03 -0.05 -0.21 0.265
H -7.108290 -2.431860 -16.887430 -0.04 -0.03 0.24 0.369
H -9.415570 -2.235200 -15.209200 -0.18 -0.32 0.29 -0.012
H -8.083880 -3.254700 -14.690800 0.08 -0.08 -0.08 0.221

=====

# 3
35
Properties=species:S:1:pos:R:3:forces:R:3:mulliken_charge:R:1 method="wB97M-V/def2-TZVPD" e_above_lowest_kj_mol=241.3 multiplicity=1 gap_ev=9.06 charge=0 homo_ha=-0.311
C -2.677797 -1.567636 0.936084 -3.31 3.13 0.47 -1.517
C -2.593429 -0.216343 0.237757 -1.79 1.32 -0.99 1.573
C -4.037254 0.513872 0.267666 1.61 -1.05 -0.64 -1.573
C -1.624670 0.701967 0.920304 -0.64 -1.27 0.44 -0.292
O -0.892193 0.370728 1.805898 0.39 0.18 0.46 -0.481
C -2.144230 -0.227539 -1.237817 -1.27 -2.73 -2.29 -1.414
N -0.825709 -0.870844 -1.407183 -0.96 -1.18 1.32 -0.224
C 0.288236 -0.068127 -1.158857 0.18 0.81 -0.34 -0.370
C 1.333728 -0.452684 -0.375136 0.71 2.29 -1.97 0.566
C 1.257867 -1.749920 0.159183 -0.01 0.05 0.51 -0.492
N 1.159519 -2.772102 0.673057 -0.06 -0.67 0.08 -0.607
C 2.680922 0.389151 -0.079440 -2.43 -1.54 0.09 1.488
C 2.600976 1.866382 -0.620693 2.12 -0.23 0.54 -1.450
C 3.874217 -0.446514 -0.684102 -0.92 6.37 -0.14 -1.342
C 2.663388 0.393357 1.482525 -2.21 1.39 -1.65 -1.436
H -3.108526 -1.190671 1.928373 1.70 -1.31 -0.49 0.340
H -1.734437 -2.005103 0.809366 0.85 -1.53 0.94 0.469
H -3.608277 -2.005615 0.554919 0.83 -0.93 -0.47 0.360
H -4.767317 -0.234018 -0.159193 0.59 1.11 0.42 0.374
H -3.895978 1.404493 -0.385902 -0.75 -0.43 0.60 0.390
H -4.279530 0.771669 1.309906 -0.16 0.05 -0.50 0.431
H -1.698839 1.696898 0.547687 0.32 1.60 -0.37 0.467
H -2.905337 -0.835206 -1.961605 1.42 1.01 2.05 0.218
H -2.136720 0.692565 -1.789354 0.12 1.07 0.39 0.554
H -0.910306 -1.748638 -0.800647 1.05 1.48 -1.42 0.364
H 0.217073 0.945646 -1.729911 0.40 -1.86 1.31 0.291
H 3.321036 2.487780 0.015020 -1.07 -0.70 -0.53 0.364
H 1.602564 2.306197 -0.524988 0.27 -0.12 -0.18 0.355
H 3.076321 1.998108 -1.636808 -1.07 -0.37 0.73 0.301
H 4.705313 0.096829 -0.120481 -0.19 -1.53 -1.38 0.361
H 3.692265 -1.432580 -0.548470 0.16 -3.06 0.69 0.403
H 3.709710 -0.141058 -1.756736 1.25 -0.72 0.79 0.323
H 2.525069 -0.614384 1.863876 1.00 0.05 0.40 0.444
H 1.660013 0.881290 1.730858 1.42 -0.27 0.05 0.270
H 3.472321 1.062059 1.734831 0.42 -0.42 1.08 0.491

=====

# 4
12
Properties=species:S:1:pos:R:3:forces:R:3:mulliken_charge:R:1 method="wB97M-V/def2-TZVPD" e_above_lowest_kj_mol=221.7 multiplicity=1 smiles="N=[S@@H](=O)OCN" gap_ev=10.53 charge=0 homo_ha=-0.365
N -2.555797 0.426962 -0.350896 2.78 -2.66 1.60 -0.681
S -1.236109 -0.024216 0.335776 -5.86 4.88 -1.81 0.888
O -1.094312 -1.369208 0.152733 1.77 -6.17 -0.95 -0.606
O -0.054123 0.828330 -0.187147 -0.67 -0.23 0.02 -0.272
C 1.313424 0.390510 0.048653 1.38 1.39 -0.05 -0.368
N 1.688243 -0.944370 -0.324062 -2.54 0.23 1.93 -0.546
H -2.816044 1.352880 -0.393066 -0.33 2.60 0.06 0.231
H -1.250367 -0.001112 1.662954 0.51 1.20 0.78 0.149
H 1.759940 1.210204 -0.543656 0.72 -0.85 0.37 0.252
H 1.477273 0.616158 1.110519 0.17 -0.42 -0.15 0.343
H 0.776594 -1.461348 -0.266533 1.49 -0.14 0.08 0.335
H 1.991277 -1.024792 -1.245278 0.59 0.18 -1.88 0.274